This record from the Open Molecules 2025 dataset describes C19H22BrNO4 in the gas phase. The level of theory is wB97M-V/def2-TZVPD.

Results
SMILES: CCOc1cc(CNc2ccc3c(c2)OCCO3)cc(Br)c1OCC
Net charge: 0
Frontier orbital gap (hartree): 0.299
Highest occupied orbital energy (eV): -7.49
F_max (eV Å⁻¹): 0.7
LUMO level (eV): 0.65

Last column: Löwdin charge in e.
Cartesian coordinates (Å):
C  -0.1748  3.2753  1.3336  -0.06
C  -0.3308  1.7839  1.0810  -0.24
O  -1.7120  1.5266  0.9098  -0.07
C  -2.1181  0.2762  0.5434  -0.17
C  -1.2517  -0.8075  0.4725  0.04
C  -1.6817  -2.0775  0.1157  -0.19
C  -0.7103  -3.2372  0.0210  -0.15
N  0.4476  -3.1453  0.8724  0.01
C  1.5188  -2.3069  0.6334  -0.30
C  2.3930  -2.0102  1.6862  -0.03
C  3.5137  -1.2355  1.4812  0.00
C  3.7926  -0.7126  0.2258  -0.21
C  2.9119  -0.9721  -0.8244  -0.20
C  1.7952  -1.7704  -0.6224  0.05
O  3.0984  -0.4486  -2.0817  -0.03
C  4.0632  0.5781  -2.1233  -0.15
C  5.2892  0.1894  -1.2973  -0.16
O  4.9332  0.0466  0.0569  -0.04
C  -3.0221  -2.2736  -0.1730  -0.09
C  -3.8828  -1.1959  -0.1175  -0.58
Br  -5.7181  -1.4376  -0.5253  0.79
C  -3.4792  0.0920  0.2298  -0.26
O  -4.4739  1.0141  0.2831  -0.11
C  -4.2246  2.3883  0.0474  -0.23
C  -3.6888  2.6506  -1.3548  -0.05
H  -0.5529  3.8404  0.4856  0.08
H  -0.7343  3.5627  2.2197  0.08
H  0.8743  3.5136  1.4827  0.08
H  0.0587  1.2129  1.9348  0.13
H  0.2239  1.4883  0.1799  0.13
H  -0.2123  -0.6615  0.7120  0.09
H  -1.2366  -4.1615  0.2775  0.13
H  -0.3731  -3.3356  -1.0157  0.12
H  0.2464  -3.2744  1.8533  0.13
H  2.1888  -2.4049  2.6706  0.11
H  4.1933  -1.0172  2.2890  0.12
H  1.1509  -1.9377  -1.4690  0.12
H  4.3199  0.7203  -3.1742  0.13
H  3.6390  1.5082  -1.7187  0.14
H  6.0558  0.9646  -1.3389  0.13
H  5.6971  -0.7556  -1.6834  0.14
H  -3.3959  -3.2467  -0.4502  0.11
H  -5.2097  2.8477  0.1672  0.13
H  -3.5448  2.7943  0.8015  0.11
H  -4.3509  2.2093  -2.0968  0.08
H  -3.6289  3.7216  -1.5277  0.08
H  -2.6965  2.2211  -1.4724  0.07

---

This record from the Open Molecules 2025 dataset describes a molecular structure, C28H40N8SZr. The level of theory is wB97M-V/def2-TZVPD.

Results
Net charge: +2
Frontier orbital gap (spin up / spin down) (hartree): 0.234 / 0.234
Highest occupied orbital energy (spin up / spin down) (eV): -11.88 / -11.88
F_max (eV Å⁻¹): 1.1
LUMO level (spin up / spin down) (eV): -5.51 / -5.51

Last column: Löwdin charge in e.
Cartesian coordinates (Å):
Zr  -0.3724  0.0075  0.4564  1.75
N  -1.4846  -1.6328  -0.9114  -0.01
C  -1.4768  -3.0160  -0.3205  -0.17
C  -0.4965  -3.1121  0.8385  -0.18
N  -0.6613  -1.9619  1.7659  -0.16
C  -1.9496  -1.9231  2.5178  -0.17
C  -3.0815  -1.1533  1.8181  -0.20
N  -2.6097  0.1664  1.3640  -0.05
H  -0.9910  -1.6255  -1.7993  0.03
H  -2.4456  -1.4046  -1.1211  0.09
H  -2.4916  -3.2773  0.0349  0.12
H  -1.2038  -3.7594  -1.0648  0.12
H  -0.6266  -4.0642  1.3551  0.14
H  0.5268  -3.0772  0.4623  0.10
H  0.0607  -2.0529  2.4755  0.13
H  -2.2935  -2.9390  2.7415  0.14
H  -1.7473  -1.4312  3.4588  0.06
H  -3.4452  -1.6991  0.9512  0.10
H  -3.9159  -1.0883  2.5334  0.14
H  -3.3173  0.5873  0.7832  0.09
H  -2.5218  0.7816  2.1699  0.08
C  3.7507  1.6178  0.8864  -0.05
C  3.8070  2.5580  -0.2313  -0.06
C  2.7417  2.7010  -1.0444  -0.06
C  1.5480  1.9180  -0.8291  -0.27
N  1.7085  0.7167  -0.0177  -0.20
C  2.7273  0.7767  0.9946  -0.11
C  0.2929  2.2550  -1.3334  -0.25
C  0.0720  3.3933  -2.1852  -0.01
C  -1.1668  3.6015  -2.6987  -0.04
C  -2.2772  2.7324  -2.4265  -0.05
C  -2.0468  1.6832  -1.5917  -0.17
N  -0.8259  1.4515  -1.0121  -0.12
H  4.5303  1.6521  1.6356  0.12
H  4.7058  3.1221  -0.4006  0.11
H  2.7763  3.4155  -1.8556  0.12
H  2.6192  0.0774  1.8122  0.12
H  0.8860  4.0634  -2.4238  0.11
H  -1.3244  4.4669  -3.3362  0.12
H  -3.2553  2.9401  -2.8719  0.12
H  -2.8324  0.9784  -1.3347  0.09
C  2.9101  -0.0370  -2.6118  -0.02
C  2.0255  -1.0829  -1.9495  -0.47
C  2.9370  -2.2919  -1.7021  -0.05
C  1.5048  -0.6283  -0.5643  -0.23
C  0.8638  -1.4366  -2.8662  -0.20
C  0.0781  -0.4234  -3.4212  -0.05
C  -1.0089  -0.7218  -4.2233  -0.07
C  -1.3263  -2.0411  -4.5006  -0.07
C  -0.5546  -3.0531  -3.9511  -0.07
C  0.5219  -2.7612  -3.1275  -0.05
H  3.6903  0.2814  -1.9211  0.09
H  2.3566  0.8344  -2.9616  0.08
H  3.3900  -0.4908  -3.4840  0.11
H  3.8145  -1.9585  -1.1534  0.10
H  3.2819  -2.7088  -2.6492  0.10
H  2.4636  -3.0823  -1.1177  0.08
H  1.9799  -1.2907  0.1713  0.10
H  0.3419  0.6167  -3.2658  0.10
H  -1.6021  0.1004  -4.6310  0.12
H  -2.1584  -2.2826  -5.1502  0.11
H  -0.8061  -4.0870  -4.1612  0.12
H  1.1097  -3.5734  -2.7084  0.11
C  -1.9706  -0.0719  5.6498  -0.08
C  -1.0317  1.1279  5.7146  -0.22
C  -0.4593  1.5205  4.3961  -0.57
N  -0.5645  0.8607  3.2951  -0.02
N  -0.0014  1.5064  2.2056  -0.14
C  0.5348  2.6756  2.5012  -0.66
N  1.1071  3.5259  1.6488  0.18
S  0.4099  3.0028  4.1774  1.19
H  -2.4480  -0.1869  6.6153  0.09
H  -1.4371  -0.9918  5.4150  0.07
H  -2.7442  0.1084  4.9110  0.07
H  -0.2169  0.9456  6.4170  0.13
H  -1.5804  1.9875  6.1211  0.13
H  1.1544  3.2816  0.6757  0.07
H  1.5425  4.3802  1.9605  0.13

---

This record from the Open Molecules 2025 dataset describes C8H16Si2 in the gas phase. The level of theory is wB97M-V/def2-TZVPD.

Results
SMILES: CC1=CC(C)=C(C)[C@H]1[SiH2][SiH3]
Net charge: 0
Frontier orbital gap (hartree): 0.328
Highest occupied orbital energy (eV): -8.00
F_max (eV Å⁻¹): 4.5
LUMO level (eV): 0.92

Last column: Löwdin charge in e.
Cartesian coordinates (Å):
C  1.4906  -2.4207  -0.9776  -0.08
C  0.4240  -1.4397  -0.6338  -0.36
C  -0.5682  -1.5422  0.2854  -0.02
C  -1.3659  -0.3298  0.3964  -0.34
C  -2.5517  -0.2906  1.2807  -0.05
C  -0.9911  0.5558  -0.5028  -0.20
C  -1.6469  1.9180  -0.8447  -0.05
C  0.4585  -0.1070  -1.3307  -0.30
Si  1.8520  1.0087  -0.6453  0.49
Si  1.7411  0.9665  1.6826  0.46
H  2.0409  -2.3559  -2.0445  0.13
H  1.2082  -3.4785  -0.8504  0.08
H  2.3520  -2.2649  -0.3488  0.06
H  -0.8020  -2.3688  0.7915  0.07
H  -3.4870  0.0140  0.5912  0.13
H  -2.4991  0.5519  1.9724  0.07
H  -2.8046  -1.2043  1.7886  0.07
H  -2.2853  2.0809  0.0755  0.08
H  -2.2830  2.0899  -1.7489  0.08
H  -0.7995  2.6027  -0.9593  0.05
H  0.3206  -0.0092  -2.4186  0.10
H  1.7442  2.3535  -1.2918  -0.06
H  3.1955  0.5232  -0.9986  -0.08
H  1.5760  -0.4108  2.3948  -0.08
H  0.6616  1.9861  2.3028  -0.08
H  3.0192  1.5711  2.0341  -0.15

---

This record from the Open Molecules 2025 dataset describes 2 unconnected molecules or ions with the total composition H4O2. The level of theory is wB97M-V/def2-TZVPD.

Results
SMILES: O.O
Net charge: 0
Frontier orbital gap (hartree): 0.423
Highest occupied orbital energy (eV): -10.87
F_max (eV Å⁻¹): 2.1
LUMO level (eV): 0.63

Last column: Löwdin charge in e.
Cartesian coordinates (Å):
O  -1.0974  -0.5945  -0.6825  -0.09
H  -1.8414  -0.9348  -0.0931  0.09
H  -1.4797  0.1461  -1.1883  0.06
O  1.2835  0.6478  0.6301  -0.11
H  1.1749  0.3460  1.5545  0.03
H  0.6573  0.0168  0.1462  0.02

---

| no. | E (Ha) |
| --- | --- |
| 1 | -3666.90559 |
| 2 | -1973.81742 |
| 3 | -893.28803 |
| 4 | -152.86966 |